--- a ---
{
  "formula": "CH4OS2",
  "method": "ωB97M-V/def2-TZVPD",
  "species": ["O", "C", "S", "H", "H", "S", "H", "H"],
  "coordinates": [[-0.9601, -0.6071, -0.3673], [-1.3129, 0.2828, 0.5563], [-2.3770, 0.1392, 1.6606], [-1.5024, -1.3850, -0.3235], [-0.8576, 1.2646, 0.3010], [2.9594, 0.1141, -0.7186], [1.9054, -0.3722, -1.3060], [2.1453, 0.5635, 0.1976]],
  "nbo_charge": [-0.655, -0.013, -0.005, 0.491, 0.182, -0.266, 0.137, 0.129],
  "gap_ev": 9.72,
  "smiles": "OC=S.S",
  "lumo_ev": 0.28,
  "homo_ev": -9.436,
  "spin_multiplicity": 1,
  "molar_mass_g_mol": 96.18
}

=====

--- b ---
{
  "formula": "CH4OS2",
  "method": "ωB97M-V/def2-TZVPD",
  "species": ["C", "O", "S", "S", "H", "H", "H", "H"],
  "coordinates": [[0.8828, -0.0343, 0.5701], [-2.7383, -0.6275, 0.1238], [0.8952, -0.6034, -1.0399], [-2.0884, 0.6451, 1.0426], [1.1412, -0.6860, 1.3846], [1.1352, 1.0025, 0.8437], [-3.5908, -0.3193, -0.0862], [0.2195, 0.4456, -1.3301]],
  "nbo_charge": [-0.557, -0.813, 0.124, 0.250, 0.197, 0.198, 0.479, 0.122],
  "gap_ev": [8.94, 5.95],
  "lumo_ev": [-0.02, -1.62],
  "homo_ev": [-8.953, -7.574],
  "spin_multiplicity": 1,
  "molar_mass_g_mol": 96.18
}

=====

The calculated energies rank the structures as follows, beginning with the most stable: a, b.

=====

--- a ---
{
  "formula": "C7H13N2OS",
  "method": "ωB97M-V/def2-TZVPD",
  "species": ["C", "C", "C", "C", "C", "C", "C", "N", "N", "O", "S", "H", "H", "H", "H", "H", "H", "H", "H", "H", "H", "H", "H", "H"],
  "coordinates": [[0.6987, 0.7639, 0.0331], [-0.3132, 1.7964, -0.5212], [2.0922, 1.0324, 0.5274], [2.2595, -1.5030, -0.0336], [-0.0694, 3.1421, -0.0907], [-0.8067, -2.3612, -0.8875], [-1.9842, -0.5665, 0.3940], [0.3264, -0.4521, -0.2704], [-0.7405, -1.1749, -0.1679], [-1.1383, 1.4475, -1.3475], [3.0697, -0.1704, -0.5285], [2.5368, 2.0439, 0.4115], [2.0865, 0.5593, 1.5874], [2.0882, -1.6967, 1.0616], [2.2842, -2.3859, -0.6485], [-0.7457, 3.7771, -0.6413], [0.9595, 3.5328, -0.2586], [-0.4573, 3.1579, 0.9607], [0.0812, -2.3596, -1.4611], [-0.9050, -3.3338, -0.3494], [-1.7989, -2.2681, -1.4486], [-2.8719, -1.2028, 0.4584], [-1.5954, -0.1235, 1.2862], [-2.2617, 0.2402, -0.3116]],
  "nbo_charge": [0.018, 0.557, -0.536, -0.447, -0.734, -0.421, -0.455, -0.062, -0.110, -0.520, 0.499, 0.284, 0.254, 0.234, 0.249, 0.263, 0.252, 0.258, 0.223, 0.234, 0.235, 0.250, 0.215, 0.258],
  "gap_ev": 7.96,
  "lumo_ev": -4.53,
  "charge": 1,
  "homo_ev": -12.485,
  "spin_multiplicity": 1,
  "molar_mass_g_mol": 173.26
}

=====

--- b ---
{
  "formula": "C7H13N2OS",
  "method": "ωB97M-V/def2-TZVPD",
  "species": ["C", "C", "C", "C", "C", "C", "C", "N", "N", "O", "S", "H", "H", "H", "H", "H", "H", "H", "H", "H", "H", "H", "H", "H"],
  "coordinates": [[-1.1706, 0.3891, -1.1533], [-0.2313, -0.2663, -0.4385], [-0.1110, 1.5959, 0.3767], [1.7508, -2.7935, -0.8852], [0.5505, 2.7218, 1.1468], [-1.5695, 2.8181, -1.1707], [-0.1106, -3.1448, 1.2198], [-1.0166, 1.6403, -0.6501], [0.4324, 0.4099, 0.4875], [-0.9455, -3.2096, -1.2086], [0.0069, -2.5091, -0.4117], [-1.8117, 0.2795, -2.0298], [1.7232, -3.7171, -1.5603], [2.2444, -3.0499, 0.1275], [1.2631, 3.3102, 0.6585], [-0.1545, 3.3924, 1.4404], [1.1782, 2.3710, 2.0048], [-2.6004, 3.0272, -0.9279], [-1.1513, 3.7484, -0.9241], [-1.7782, 2.7960, -2.2156], [0.0378, -2.4143, 2.0232], [-1.0506, -3.7210, 1.4020], [0.7277, -3.6813, 1.4633], [2.1237, -1.8725, -1.4401]],
  "nbo_charge": [-0.119, 0.125, 0.393, -0.829, -0.659, -0.444, -0.885, -0.307, -0.488, -0.863, 1.670, 0.267, 0.293, 0.267, 0.244, 0.226, 0.261, 0.227, 0.243, 0.234, 0.291, 0.304, 0.261, 0.288],
  "gap_ev": 8.97,
  "lumo_ev": -4.07,
  "charge": 1,
  "homo_ev": -13.036,
  "spin_multiplicity": 1,
  "molar_mass_g_mol": 173.26
}

=====

The calculated energies rank the structures as follows, beginning with the most stable: b, a.

=====

--- a ---
{
  "formula": "C3H3ClN2O",
  "method": "ωB97M-V/def2-TZVPD",
  "species": ["H", "N", "C", "Cl", "C", "C", "O", "N", "H", "H"],
  "coordinates": [[-1.8117, -1.4147, -1.3442], [-1.2488, -0.7365, -0.7909], [-0.0237, -0.8981, -0.6484], [1.1223, -2.0547, -1.0336], [0.5639, 0.4460, 0.3365], [-0.5275, 1.2706, 0.9148], [-1.1239, 1.0019, 1.8610], [1.7435, 0.5249, 0.5710], [2.3944, -0.1043, 0.0034], [-1.0883, 1.9649, 0.1304]],
  "nbo_charge": [0.363, -0.619, 0.169, 0.056, 0.184, 0.403, -0.454, -0.574, 0.362, 0.110],
  "gap_ev": 9.83,
  "smiles": "[H]/N=C(Cl)/C(C=O)=N\\[H]",
  "lumo_ev": 0.49,
  "homo_ev": -9.337,
  "spin_multiplicity": 1,
  "molar_mass_g_mol": 118.52
}

=====

--- b ---
{
  "formula": "C3H3ClN2O",
  "method": "ωB97M-V/def2-TZVPD",
  "species": ["O", "C", "C", "C", "N", "N", "Cl", "H", "H", "H"],
  "coordinates": [[2.0070, 1.9096, -1.8789], [1.1338, 1.3139, -1.3559], [1.1759, 0.2534, -0.3369], [-0.0880, -0.1874, 0.0135], [-1.1118, 0.4215, -0.7134], [-0.1984, 1.4579, -1.7041], [-1.1908, 2.1936, -2.8998], [1.9732, -0.1581, 0.2393], [-0.3582, -1.0472, 0.5698], [-1.7853, 1.1187, -0.3601]],
  "nbo_charge": [-0.567, 0.594, -0.353, 0.021, -0.424, -0.349, 0.211, 0.242, 0.223, 0.403],
  "gap_ev": 9.56,
  "smiles": "O=c1cc[nH]n1Cl",
  "lumo_ev": 0.09,
  "homo_ev": -9.472,
  "spin_multiplicity": 1,
  "molar_mass_g_mol": 118.52
}

=====

The calculated energies rank the structures as follows, beginning with the most stable: a, b.

=====

--- a ---
{
  "formula": "C6H7ClF2N3",
  "method": "ωB97M-V/def2-TZVPD",
  "species": ["C", "C", "C", "C", "C", "C", "N", "N", "N", "F", "F", "Cl", "H", "H", "H", "H", "H", "H", "H"],
  "coordinates": [[-1.5312, 0.1203, -0.1197], [-0.4459, 0.8626, 0.2680], [1.9357, 0.3114, -0.1469], [3.1555, -0.0179, -0.0542], [-0.4812, 2.0970, 1.0431], [-1.8920, -2.3245, -0.7376], [0.2072, -1.1648, -0.4041], [-1.0950, -1.1376, -0.3995], [0.6054, 0.0367, -0.0209], [1.7584, 1.9672, -1.1054], [4.1678, 0.5719, -0.5430], [3.5778, -1.3845, 1.0154], [-2.5301, 0.3560, -0.1973], [0.4108, 2.5301, 1.4317], [-0.9258, 2.9581, 0.4106], [-0.9356, 2.1147, 1.9528], [-1.2859, -3.0516, -0.1069], [-2.9687, -2.3481, -0.4527], [-1.7273, -2.4970, -1.8334]],
  "nbo_charge": [-0.026, 0.252, 0.425, 0.398, -0.698, -0.438, 0.040, -0.052, -0.174, -0.460, -0.206, 0.076, 0.254, 0.278, 0.279, 0.265, 0.257, 0.270, 0.261],
  "gap_ev": 9.03,
  "lumo_ev": -5.65,
  "charge": 1,
  "homo_ev": -14.675,
  "spin_multiplicity": 1,
  "molar_mass_g_mol": 194.59
}

=====

--- b ---
{
  "formula": "C6H7ClF2N3",
  "method": "ωB97M-V/def2-TZVPD",
  "species": ["C", "C", "C", "C", "C", "C", "N", "N", "N", "F", "F", "Cl", "H", "H", "H", "H", "H", "H", "H"],
  "coordinates": [[0.4096, -1.1674, 1.1626], [1.1755, -0.0397, 1.6282], [-1.6031, 1.3290, -1.7149], [-0.9711, 1.7677, -2.8061], [2.2212, 0.0575, 2.6280], [-1.1524, -1.4523, -0.8081], [-0.0417, 0.5947, -0.0067], [-0.2741, -0.6491, 0.0737], [0.7603, 0.9412, 0.9110], [-2.6804, 1.7029, -1.1584], [0.2353, 1.4635, -3.0637], [-1.8459, 2.6923, -3.9746], [0.5950, -2.1793, 1.3125], [2.9421, -0.8360, 2.4981], [2.6883, 1.0617, 2.6297], [1.7550, -0.2309, 3.5526], [-0.7372, -2.5207, -0.8789], [-2.1620, -1.6429, -0.2277], [-1.3145, -0.8920, -1.7574]],
  "nbo_charge": [-0.061, 0.153, 0.580, 0.254, -0.657, -0.442, 0.016, -0.122, -0.219, -0.199, -0.223, 0.172, 0.238, 0.247, 0.265, 0.249, 0.264, 0.247, 0.237],
  "gap_ev": [6.34, 6.34],
  "lumo_ev": [-7.35, -7.35],
  "charge": 1,
  "homo_ev": [-13.689, -13.688],
  "spin_multiplicity": 1,
  "molar_mass_g_mol": 194.59
}

=====

The calculated energies rank the structures as follows, beginning with the most stable: a, b.

=====

--- a ---
{
  "formula": "C5H10FN",
  "method": "ωB97M-V/def2-TZVPD",
  "species": ["C", "C", "N", "C", "C", "F", "C", "H", "H", "H", "H", "H", "H", "H", "H", "H", "H"],
  "coordinates": [[1.2718, -1.4101, -1.0780], [0.6841, -0.0114, -0.4487], [1.6412, 0.9737, -0.5999], [-0.7389, 0.6006, -0.7291], [-0.9546, 0.5728, 0.8308], [-2.3020, -0.1853, 0.9352], [0.2020, -0.3457, 1.1283], [0.5182, -2.2140, -1.2426], [1.9789, -2.1506, -0.3579], [1.5902, -1.5236, -2.0269], [1.5689, 1.8091, -0.2308], [2.6210, 0.7182, -0.4493], [-1.6108, 0.0028, -1.4491], [-0.6856, 1.6455, -1.1422], [-0.8512, 1.4809, 1.4776], [0.1136, -1.5137, 1.2431], [1.1997, 0.1603, 1.7404]],
  "nbo_charge": [-0.636, 0.155, -0.843, -0.446, 0.173, -0.419, -0.482, 0.221, 0.208, 0.212, 0.356, 0.368, 0.255, 0.219, 0.198, 0.256, 0.203],
  "gap_ev": 9.77,
  "smiles": "C[C@]1(N)C[C@H](F)C1",
  "lumo_ev": 0.94,
  "homo_ev": -8.836,
  "spin_multiplicity": 1,
  "molar_mass_g_mol": 103.14
}

=====

--- b ---
{
  "formula": "C5H10FN",
  "method": "ωB97M-V/def2-TZVPD",
  "species": ["C", "C", "C", "C", "N", "C", "F", "H", "H", "H", "H", "H", "H", "H", "H", "H", "H"],
  "coordinates": [[0.1484, -1.2968, 1.2759], [0.3438, -0.6918, -0.0590], [-0.0130, 0.4784, -0.6375], [-0.9699, 1.3439, -0.1162], [-0.6958, 2.8853, -0.1429], [1.1018, -1.7465, -0.9971], [2.2792, -2.2448, -0.2247], [1.2207, -1.0897, 1.9231], [-0.0044, -2.5198, 1.1496], [-0.9728, -0.8559, 1.7587], [0.4352, 0.7859, -1.6382], [-1.7251, 1.1294, -0.9190], [-1.4774, 1.2308, 0.9938], [-1.5918, 3.4043, 0.1023], [-0.0058, 3.1316, 0.4827], [0.4750, -2.6611, -1.0561], [1.4518, -1.2832, -1.8954]],
  "nbo_charge": [-0.670, -0.047, -0.222, -0.262, -0.844, 0.033, -0.414, 0.265, 0.231, 0.224, 0.225, 0.217, 0.195, 0.359, 0.350, 0.178, 0.181],
  "gap_ev": 10.00,
  "smiles": "C/C(=C\\CN)CF",
  "lumo_ev": 0.87,
  "homo_ev": -9.127,
  "spin_multiplicity": 1,
  "molar_mass_g_mol": 103.14
}

=====

The calculated energies rank the structures as follows, beginning with the most stable: b, a.